The following is a quantum chemistry calculation of 8 unconnected molecules or ions with the total composition C45H129FN21O10P7 at a distorted geometry, from the Open Molecules 2025 dataset.

```
! wB97M-V def2-TZVPD RIJCOSX def2/J DEFGRID3
* xyz 0 1
C -12.99000 16.77361 -8.11968
C -13.43109 16.20801 -6.84530
O -12.98703 14.87611 -6.87987
C -12.66647 14.59134 -8.15711
O -12.16156 13.49873 -8.54864
O -12.83325 15.64568 -8.94561
F -14.75700 16.12012 -6.75293
H -12.06609 17.30017 -7.88041
H -13.67674 17.56434 -8.42170
H -13.09640 16.89386 -6.06704
O -17.73214 21.07088 -10.12715
P -17.95716 21.66142 -11.42961
N -19.36136 22.61527 -11.67645
C -20.61661 21.86861 -11.54724
C -19.50997 23.94799 -10.99654
N -18.02177 20.41019 -12.60421
C -18.13200 18.96679 -12.20317
C -18.23678 20.66980 -14.06529
N -16.63466 22.69980 -11.99303
C -16.80694 23.56720 -13.12227
C -15.26680 22.44281 -11.61066
H -21.34604 22.35434 -12.19538
H -20.78549 21.79370 -10.47302
H -20.46301 20.85633 -11.92113
H -20.49424 24.35614 -11.22618
H -18.77117 24.62250 -11.42934
H -19.32909 23.87257 -9.92430
H -17.16426 18.67124 -11.79792
H -18.88972 18.84343 -11.42937
H -18.28924 18.29312 -13.04550
H -17.68216 19.94198 -14.65756
H -19.26069 20.45008 -14.36765
H -18.02668 21.68121 -14.41314
H -16.51946 24.60675 -12.96487
H -16.32661 23.17464 -14.01854
H -17.86961 23.65991 -13.34640
H -15.26031 21.36127 -11.74603
H -15.07733 22.60931 -10.55025
H -14.51544 22.95713 -12.20986
O -8.66699 8.57728 1.42467
P -9.07651 8.15081 0.05941
N -10.58282 7.23433 -0.03673
C -10.67398 5.75626 0.16838
C -11.97259 7.87633 -0.14960
N -7.97588 7.21613 -0.80278
C -6.81140 6.66911 -0.13825
C -8.21542 6.58817 -2.09546
N -9.24245 9.57111 -0.92203
C -8.27388 10.66731 -0.69307
C -10.03609 9.72736 -2.15580
H -9.69507 5.29291 0.29145
H -11.07100 5.44390 -0.79749
H -11.36080 5.44986 0.95736
H -12.40313 7.71978 0.83946
H -12.52201 7.37048 -0.94353
H -12.03115 8.95037 -0.32599
H -6.58366 7.36916 0.66559
H -7.15882 5.69900 0.21710
H -5.94342 6.47094 -0.76710
H -9.16374 6.94793 -2.49465
H -7.45036 6.84947 -2.82657
H -8.24961 5.49875 -2.10592
H -8.80080 11.62147 -0.68741
H -7.86396 10.53957 0.30880
H -7.44452 10.68854 -1.40005
H -10.93697 9.11376 -2.15440
H -9.37375 9.28270 -2.89857
H -10.30767 10.74857 -2.42314
O -11.73510 2.38711 -8.47010
P -10.51168 2.44484 -9.33716
N -9.55451 3.89361 -9.31278
C -8.19563 3.98230 -9.93756
C -10.10193 5.17641 -8.91662
N -10.83895 2.35472 -11.03815
C -9.81233 2.19430 -12.12019
C -12.24813 2.20308 -11.51355
N -9.37811 1.18910 -8.97109
C -8.61441 1.24853 -7.79678
C -9.79470 -0.15493 -9.29812
H -7.46969 4.51684 -9.32487
H -8.25809 4.48096 -10.90479
H -7.86039 2.95533 -10.08261
H -9.30918 5.85960 -8.61185
H -10.82878 5.04280 -8.11542
H -10.63663 5.68114 -9.72126
H -9.30248 3.11954 -12.38865
H -9.05203 1.46889 -11.83067
H -10.17739 1.85550 -13.08975
H -12.25657 2.65136 -12.50706
H -12.58127 1.16775 -11.44140
H -12.85667 2.82915 -10.86099
H -9.16649 1.05581 -6.87691
H -7.84627 0.47623 -7.83706
H -8.09967 2.20015 -7.66421
H -8.99223 -0.86685 -9.10498
H -10.28639 -0.27003 -10.26409
H -10.64321 -0.45232 -8.68193
O -20.80149 8.35716 -7.21250
P -20.20461 8.32582 -8.54695
N -19.62245 6.78225 -8.96701
C -19.02661 6.52786 -10.26779
C -19.41449 5.67558 -7.96462
N -18.91233 9.33855 -8.76423
C -17.69615 8.96866 -8.01037
C -19.05142 10.75503 -8.96800
N -21.31568 8.76849 -9.83446
C -20.90274 9.24598 -11.19757
C -22.59417 9.28465 -9.48691
H -18.23133 5.78951 -10.16551
H -18.48259 7.44395 -10.49781
H -19.68377 6.32275 -11.11287
H -18.34045 5.69256 -7.77951
H -19.73973 4.75068 -8.44092
H -20.06942 5.81538 -7.10460
H -17.89808 8.74148 -6.96362
H -17.17676 8.09510 -8.40437
H -16.96106 9.77332 -7.99444
H -18.10424 11.24851 -9.18580
H -19.65348 11.10018 -9.80853
H -19.37586 11.16866 -8.01314
H -20.89768 10.33306 -11.27725
H -19.90503 8.87612 -11.43390
H -21.54227 8.93653 -12.02422
H -23.26506 9.00742 -10.30001
H -22.63676 10.32773 -9.17345
H -22.93927 8.64426 -8.67518
O -25.86864 17.29966 -5.43156
P -25.20861 17.05465 -4.12597
N -23.52502 17.05075 -4.22723
C -22.68324 16.67312 -3.06587
C -22.92166 16.51447 -5.40632
N -25.61547 15.53467 -3.41886
C -25.43587 15.37139 -1.96365
C -25.62665 14.22076 -4.13073
N -25.70116 18.21586 -2.98510
C -27.08129 18.25324 -2.48993
C -24.94174 19.33991 -2.57323
H -22.96610 17.31224 -2.22943
H -21.62816 16.88189 -3.24292
H -22.82055 15.65535 -2.70063
H -21.89749 16.80981 -5.63424
H -23.42586 16.90214 -6.29154
H -23.03525 15.43155 -5.35654
H -25.20101 16.27243 -1.39704
H -26.25279 14.96477 -1.36750
H -24.68453 14.60268 -1.78280
H -25.93556 14.36556 -5.16596
H -24.57574 14.01125 -4.33023
H -26.14584 13.40752 -3.62359
H -27.61415 18.93773 -3.14995
H -27.51608 17.27264 -2.68357
H -27.13699 18.54724 -1.44181
H -24.88483 19.62003 -1.52137
H -25.34129 20.27685 -2.96133
H -23.94270 19.25452 -3.00070
O -6.69394 16.26476 -17.23702
P -5.64901 16.55024 -16.21924
N -4.34133 17.51609 -16.85537
C -4.43318 18.33218 -18.06379
C -2.92990 17.35273 -16.36635
N -4.94139 15.22864 -15.44687
C -4.24107 14.27103 -16.22594
C -5.84512 14.49607 -14.45648
N -6.11547 17.56114 -14.96783
C -5.30095 17.94917 -13.82158
C -7.49232 17.56404 -14.53909
H -4.51336 17.69440 -18.94408
H -3.63590 19.06932 -18.15911
H -5.42107 18.79185 -18.03412
H -2.38248 18.29510 -16.38555
H -2.46378 16.67833 -17.08469
H -2.88865 16.88254 -15.38384
H -3.23040 14.64232 -16.39571
H -4.10808 13.34350 -15.66906
H -4.72318 14.05948 -17.18035
H -6.78990 14.11600 -14.84511
H -5.33864 13.64964 -13.99267
H -6.05075 15.18551 -13.63764
H -5.03488 17.05379 -13.25980
H -4.44494 18.42639 -14.29866
H -5.72542 18.63517 -13.08855
H -7.78097 16.74555 -13.87965
H -8.20445 17.36519 -15.33998
H -7.79232 18.41650 -13.92964
O -9.24183 19.25412 -3.28464
P -8.89051 20.62143 -2.81256
N -10.28063 21.45753 -2.16183
C -11.02483 20.77140 -1.02860
C -11.14512 22.06521 -3.13493
N -8.03896 21.46999 -3.98391
C -7.31599 20.80969 -5.05241
C -7.68825 22.83981 -3.78770
N -7.91199 20.58924 -1.38677
C -7.63146 21.84313 -0.54238
C -7.21508 19.39523 -0.89176
H -11.91483 21.30715 -0.69851
H -10.31214 20.65168 -0.21262
H -11.32934 19.78772 -1.38603
H -11.90423 22.68012 -2.65145
H -11.55206 21.46587 -3.94936
H -10.45806 22.70238 -3.69179
H -6.63614 21.48980 -5.56559
H -6.74461 19.97039 -4.65594
H -8.06173 20.35530 -5.70473
H -6.69156 22.97338 -3.36715
H -7.75189 23.48760 -4.66200
H -8.43679 23.27143 -3.12325
H -8.21215 22.63503 -1.01545
H -7.93864 21.70678 0.49452
H -6.57829 22.07167 -0.70576
H -6.47098 19.00997 -1.58890
H -7.97784 18.64515 -0.68279
H -6.60723 19.64781 -0.02295
*
```

Summary:
E_tot = -6183.67954 a.u.
HOMO = -8.027 eV
Relative energy (zero: lowest compared OMol25 entry of this formula, charge and spin) = 147.9 kcal per mole
HOMO-LUMO gap = 8.360 eV
SMILES = CN(C)P(=O)(N(C)C)N(C)C.CN(C)P(=O)(N(C)C)N(C)C.CN(C)P(=O)(N(C)C)N(C)C.CN(C)P(=O)(N(C)C)N(C)C.CN(C)P(=O)(N(C)C)N(C)C.CN(C)P(=O)(N(C)C)N(C)C.CN(C)P(=O)(N(C)C)N(C)C.O=C1OC[C@@H](F)O1